Record 1
The following is a quantum chemistry calculation of a molecular structure, C9H13Cl15F3O4PS at a distorted geometry, from the Open Molecules 2025 dataset.

```
! RIJCOSX wB97M-V def2-TZVPD def2/J DEFGRID3
* xyz 0 1
C -2.305 -3.155 0.530
P -1.852 -4.845 -0.236
O -1.674 -4.556 -1.953
O -0.346 -5.307 0.512
S 0.998 -4.624 -0.296
O 2.242 -5.314 0.369
O 1.070 -2.912 -0.055
C 1.167 -2.359 -1.437
C 0.489 -0.876 -1.611
C 1.198 0.320 -0.742
F 2.142 -0.136 0.304
F 1.851 1.285 -1.699
F 0.080 1.115 -0.111
H -2.893 -3.378 1.540
H -3.001 -2.582 -0.221
H -1.367 -2.497 0.782
H -2.191 -3.699 -2.140
H 0.519 -3.101 -2.110
H 2.267 -2.451 -1.843
H -0.660 -0.904 -1.380
H 0.599 -0.567 -2.756
C 2.253 4.308 0.047
Cl 4.018 4.220 -0.079
Cl 1.759 4.511 1.737
Cl 1.624 5.633 -0.948
H 1.833 3.370 -0.324
C -0.859 7.596 3.332
Cl 0.126 7.115 1.940
Cl -2.372 6.674 3.371
Cl 0.045 7.372 4.840
H -1.104 8.656 3.232
C 0.898 -8.186 -2.509
Cl 0.157 -6.713 -1.860
Cl 0.473 -9.588 -1.513
Cl 0.402 -8.444 -4.190
H 1.984 -8.064 -2.486
C -5.080 6.564 6.629
Cl -3.315 6.476 6.503
Cl -5.573 6.767 8.319
Cl -5.709 7.889 5.634
H -5.499 5.626 6.258
C 3.142 -0.208 -4.569
Cl 2.736 -1.930 -4.468
Cl 4.607 0.029 -5.537
Cl 1.789 0.711 -5.250
H 3.334 0.160 -3.558
*
```

LUMO level, eV: -0.0913
Highest occupied orbital energy, eV: -9.3775
Calculated total energy, eV: -233841.8197

These are the Mulliken partial charges, in e, on atoms 1 to 4: number 1, C, carries -0.792; number 2, P, carries 0.356; number 3, O, carries -0.476; number 4, O, carries -0.209

=====

Record 2
The following is a quantum chemistry calculation of C9H13ClN2O2 in the gas phase at a distorted geometry, from the Open Molecules 2025 dataset.

```
! RIJCOSX wB97M-V def2-TZVPD def2/J DEFGRID3
* xyz 0 1
C 1.797 0.098 0.588
C 1.685 -1.034 1.226
C 1.430 1.253 -0.099
C -1.165 -0.028 1.215
C 2.728 -2.008 1.555
C -1.382 -1.542 -0.834
C -2.972 0.335 -0.525
C 1.180 3.586 -0.213
C -1.522 -0.068 -0.323
N 0.506 -1.629 1.854
N -0.577 -1.061 1.784
O 0.953 1.204 -1.264
O 1.495 2.448 0.603
Cl -1.761 1.176 2.291
H 2.490 -2.409 2.560
H 3.587 -1.422 1.775
H 2.921 -2.845 0.873
H -1.805 -1.496 -1.870
H -2.053 -2.178 -0.126
H -0.376 -1.970 -0.789
H -3.215 0.253 -1.558
H -3.268 1.358 -0.284
H -3.705 -0.241 -0.054
H 1.260 4.514 0.429
H 0.266 3.233 -0.764
H 1.957 3.631 -0.926
H -0.865 0.634 -0.934
*
```

LUMO level (spin up / spin down), eV: -1.3978 / -1.3970
Energy relative to the best compared isomer or geometry (same formula, charge and spin), kJ/mol: 463.2
Highest occupied orbital energy (spin up / spin down), eV: -7.9796 / -7.9810
Calculated total energy, eV: -29135.2984

These are the Mulliken partial charges, in e, on atoms 1 to 4: number 1, C, carries 0.150; number 2, C, carries 0.550; number 3, C, carries 0.123; number 4, C, carries 0.190

=====

Record 3
The following is a quantum chemistry calculation of a molecular structure, C9H13HfNO2 at a distorted geometry, from the Open Molecules 2025 dataset.

```
! RIJCOSX wB97M-V def2-TZVPD def2/J DEFGRID3
* xyz 0 1
C -1.379 -1.398 -0.514
C -1.951 -0.136 -0.897
C -2.389 0.534 0.293
C -2.161 -0.329 1.402
C -1.482 -1.503 0.942
Hf 0.159 0.155 0.334
N 1.483 -0.991 -0.706
C 1.636 -0.093 -1.838
C 0.766 1.170 -1.510
H -2.964 1.470 0.321
H -2.142 0.190 -1.920
H -2.565 -0.181 2.412
H -1.361 -2.424 1.515
H -1.101 -2.206 -1.177
H -0.072 1.273 -2.204
H 1.375 -0.604 -2.797
H 2.082 -1.807 -0.734
H 1.345 2.109 -1.516
H 2.719 0.145 -2.054
C 2.928 1.309 2.887
O 1.897 0.933 1.912
C 0.608 1.243 2.271
O 0.255 1.846 3.271
H 3.752 1.693 2.279
H 3.173 0.394 3.439
H 2.516 2.078 3.535
*
```

LUMO level, eV: 0.4705
Energy relative to the best compared isomer or geometry (same formula, charge and spin), kJ/mol: 0.0
Highest occupied orbital energy, eV: -7.9151
Calculated total energy, eV: -16434.0284

These are the Mulliken partial charges, in e, on atoms 1 to 4: number 1, C, carries -0.299; number 2, C, carries -0.507; number 3, C, carries -0.614; number 4, C, carries -0.324

=====

Record 4
The following is a quantum chemistry calculation of 2 unconnected molecules or ions with the total composition C9H13INO at a distorted geometry, from the Open Molecules 2025 dataset.

```
! RIJCOSX wB97M-V def2-TZVPD def2/J DEFGRID3
* xyz 1 1
C 1.045 0.117 3.716
C 0.001 0.840 3.118
C 1.534 -1.029 2.972
C -0.713 0.295 2.110
C 0.868 -1.389 1.845
C -0.120 0.770 -3.851
C -1.011 -1.397 0.432
C -0.705 0.369 -2.471
C 0.292 -0.261 -1.608
N -0.299 -0.748 1.453
O -1.200 1.508 -1.737
I 1.573 0.842 -0.410
H 1.672 0.674 4.378
H -0.252 1.890 3.427
H 2.527 -1.376 3.111
H -1.472 0.811 1.467
H 1.164 -2.079 1.116
H -0.902 1.096 -4.591
H 0.589 1.682 -3.718
H 0.491 -0.133 -4.164
H -2.023 -1.070 0.304
H -0.651 -2.242 -0.174
H -1.556 -0.305 -2.694
H 0.763 -1.206 -1.977
H -1.615 2.342 -2.055
*
```

LUMO level (spin up / spin down), eV: -4.4696 / -5.0858
Energy relative to the best compared isomer or geometry (same formula, charge and spin), kJ/mol: 287.3
Highest occupied orbital energy (spin up / spin down), eV: -12.2414 / -11.6115
Calculated total energy, eV: -21171.0323

These are the Mulliken partial charges, in e, on atoms 1 to 4: number 1, C, carries -0.325; number 2, C, carries -0.396; number 3, C, carries -0.495; number 4, C, carries 0.105

=====

Record 5
The following is a quantum chemistry calculation of a molecular structure, C9H13MoN2O5Se at a distorted geometry, from the Open Molecules 2025 dataset.

```
! RIJCOSX wB97M-V def2-TZVPD def2/J DEFGRID3
* xyz 3 3
Mo 0.130 0.354 0.609
O -3.522 0.110 2.589
C -2.311 -0.024 2.233
O -1.849 0.397 1.136
C -1.416 -0.718 3.212
O -0.107 -0.638 2.643
C 0.833 -1.693 2.969
C 1.893 -1.669 1.895
O 2.955 -2.132 1.888
O 1.376 -0.937 0.748
H -4.108 0.578 1.958
H -1.742 -1.753 3.334
H -1.463 -0.221 4.182
H 0.331 -2.660 2.949
H 1.287 -1.520 3.941
C 2.905 0.269 -1.689
N 1.544 0.512 -2.235
C 1.303 0.723 -3.516
C -0.109 0.910 -3.659
N -0.635 0.795 -2.449
C -2.082 0.907 -2.152
C 0.353 0.548 -1.503
Se 0.638 2.583 0.748
H 3.590 0.178 -2.526
H 2.906 -0.653 -1.120
H 3.197 1.110 -1.068
H 2.073 0.742 -4.278
H -0.686 1.105 -4.555
H -2.622 0.968 -3.092
H -2.261 1.807 -1.572
H -2.403 0.020 -1.617
*
```

⟨S²⟩: 2.061
LUMO level (spin up / spin down), eV: -12.6871 / -14.2614
Highest occupied orbital energy (spin up / spin down), eV: -20.0714 / -20.4189
Calculated total energy, eV: -89932.8793

These are the Mulliken partial charges, in e, on atoms 1 to 4: number 1, Mo, carries 1.096; number 2, O, carries -0.321; number 3, C, carries 0.590; number 4, O, carries -0.518